Model one:
{
  "formula": "C12H16N2O3",
  "method": "ωB97M-V/def2-TZVPD",
  "symbols": ["C", "C", "N", "C", "O", "N", "C", "C", "C", "C", "C", "C", "C", "C", "C", "O", "O", "H", "H", "H", "H", "H", "H", "H", "H", "H", "H", "H", "H", "H", "H", "H", "H"],
  "coordinates": [[-0.481, 2.895, -0.119], [0.892, 2.466, 0.380], [2.006, 2.774, -0.602], [0.929, 0.958, 0.896], [0.631, 0.564, 2.034], [1.355, 0.098, -0.056], [1.358, -1.330, 0.119], [0.267, -2.075, -0.708], [-1.077, -1.499, -0.325], [-1.566, -1.635, 0.948], [-2.886, -1.293, 1.254], [-3.647, -0.652, 0.305], [-3.128, -0.422, -0.986], [-1.856, -0.859, -1.283], [2.742, -1.933, 0.024], [2.933, -3.100, 0.296], [3.768, -1.063, -0.207], [-0.579, 3.914, -0.413], [-0.703, 2.324, -1.013], [-1.236, 2.678, 0.609], [1.046, 2.950, 1.365], [1.960, 3.797, -0.670], [2.899, 2.650, -0.170], [1.803, 0.520, -0.884], [1.124, -1.410, 1.119], [0.446, -3.149, -0.523], [0.468, -1.899, -1.778], [-0.890, -2.106, 1.720], [-3.293, -1.396, 2.268], [-4.729, -0.509, 0.597], [-3.682, 0.043, -1.777], [-1.444, -0.701, -2.304], [4.570, -1.598, -0.117]],
  "lumo_ev": 0.604,
  "smiles": "C[C@H](N)C(=O)N[C@@H](Cc1ccccc1)C(=O)O",
  "homo_ev": -9.14,
  "homo_lumo_gap_ev": 9.75
}

=====

Model two:
{
  "formula": "C12H16N2O3",
  "method": "ωB97M-V/def2-TZVPD",
  "symbols": ["C", "C", "N", "C", "O", "C", "N", "C", "C", "C", "C", "C", "C", "C", "C", "O", "O", "H", "H", "H", "H", "H", "H", "H", "H", "H", "H", "H", "H", "H", "H", "H", "H"],
  "coordinates": [[1.635, -3.365, 1.079], [0.763, -2.112, 0.714], [0.480, -1.131, 1.692], [0.803, 0.199, 1.667], [0.317, 1.016, 2.523], [1.724, 0.753, 0.595], [2.395, -0.011, -0.420], [0.942, 2.052, 0.063], [-0.453, 1.840, -0.534], [-1.534, 1.541, 0.323], [-2.873, 1.552, -0.208], [-3.101, 1.921, -1.531], [-2.051, 2.012, -2.396], [-0.727, 1.975, -1.932], [-0.593, -2.471, 0.133], [-1.317, -3.294, 0.547], [-0.872, -1.693, -0.913], [0.934, -4.147, 1.502], [2.487, -3.187, 1.814], [2.067, -3.706, 0.136], [1.202, -1.661, -0.234], [-0.180, -1.316, 2.380], [2.460, 1.207, 1.320], [3.057, -0.748, -0.105], [2.894, 0.598, -1.046], [0.871, 2.635, 0.999], [1.552, 2.620, -0.703], [-1.514, 1.444, 1.371], [-3.648, 1.349, 0.606], [-4.094, 2.191, -1.834], [-2.041, 1.892, -3.534], [0.018, 2.126, -2.711], [-1.603, -2.080, -1.363]],
  "lumo_ev": 0.628,
  "smiles": "C[C@H](NC(=O)[C@@H](N)Cc1ccccc1)C(=O)O",
  "homo_ev": -8.93,
  "homo_lumo_gap_ev": 9.55
}

=====

The energy of each structure relative to the most stable one, in hartree, is as follows: model one 0.0000; model two 0.0593.

=====

Model one:
{
  "formula": "C4H10NOP",
  "method": "ωB97M-V/def2-TZVPD",
  "symbols": ["C", "N", "P", "C", "O", "C", "C", "H", "H", "H", "H", "H", "H", "H", "H", "H", "H"],
  "coordinates": [[2.317, 1.550, -0.089], [1.409, 0.892, 0.402], [1.122, -0.636, -0.265], [0.607, -1.669, 1.193], [2.140, -1.165, -1.195], [-0.838, -0.103, -1.256], [-1.595, 0.926, -0.338], [2.460, 2.506, 0.414], [3.115, 1.151, -0.818], [-0.045, -1.093, 1.811], [0.048, -2.567, 0.737], [1.380, -1.887, 1.867], [-0.542, 0.310, -2.253], [-1.458, -0.989, -1.435], [-2.635, 1.113, -0.718], [-1.462, 0.401, 0.677], [-0.962, 1.869, -0.150]],
  "lumo_ev": 0.714,
  "smiles": "C=N[P@](C)(=O)CC",
  "homo_ev": -9.32,
  "homo_lumo_gap_ev": 10.03
}

=====

Model two:
{
  "formula": "C4H10NOP",
  "method": "ωB97M-V/def2-TZVPD",
  "symbols": ["C", "C", "C", "C", "N", "O", "P", "H", "H", "H", "H", "H", "H", "H", "H", "H", "H"],
  "coordinates": [[-2.872, 0.370, 0.154], [2.208, -0.818, -0.236], [-0.406, 0.956, -1.422], [1.003, -0.755, 0.697], [-1.931, 0.564, 1.011], [0.685, 0.534, 1.237], [-0.431, 1.514, 0.454], [-3.731, -0.160, 0.795], [2.351, -1.704, -0.785], [3.034, -0.749, 0.351], [2.212, -0.110, -1.007], [0.023, -0.106, -1.456], [-1.518, 0.962, -1.687], [0.050, 1.757, -1.869], [0.973, -1.349, 1.670], [0.212, -1.169, 0.172], [-1.863, 0.263, 1.921]],
  "lumo_ev": 0.966,
  "homo_ev": -8.24,
  "homo_lumo_gap_ev": 9.20
}

=====

The energy of each structure relative to the most stable one, in hartree, is as follows: model one 0.0000; model two 0.0834.

=====

Model one:
{
  "formula": "C5H11IN3",
  "method": "ωB97M-V/def2-TZVPD",
  "symbols": ["C", "C", "C", "C", "C", "N", "N", "N", "I", "H", "H", "H", "H", "H", "H", "H", "H", "H", "H", "H"],
  "coordinates": [[0.985, 1.071, 0.897], [-0.502, 0.588, -0.819], [-2.778, -0.467, -0.016], [2.645, -1.395, -0.180], [-0.205, -0.631, -0.058], [0.198, 1.638, -0.235], [-1.496, 0.085, 0.156], [0.784, -0.337, 0.861], [4.177, -0.051, 0.018], [0.742, 1.807, 1.771], [1.992, 1.425, 0.813], [-0.667, 0.466, -1.894], [-3.579, 0.284, -0.185], [-2.778, -0.972, -1.070], [-3.020, -1.051, 0.796], [2.124, -1.539, -1.052], [2.502, -2.281, 0.335], [-0.303, -1.602, -0.297], [0.539, 2.327, -0.885], [-1.359, 0.637, 1.041]],
  "lumo_ev": -4.649,
  "homo_ev": -12.20,
  "homo_lumo_gap_ev": 7.55,
  "total_charge": 1
}

=====

Model two:
{
  "formula": "C5H11IN3",
  "method": "ωB97M-V/def2-TZVPD",
  "symbols": ["C", "C", "C", "C", "C", "N", "N", "N", "I", "H", "H", "H", "H", "H", "H", "H", "H", "H", "H", "H"],
  "coordinates": [[0.877, -1.198, -0.231], [-0.458, -0.627, 0.271], [-0.849, -0.906, 1.784], [-1.066, 1.921, 0.351], [2.596, -0.376, -1.602], [-0.290, 0.777, -0.058], [0.818, 1.013, -0.746], [1.433, -0.199, -0.891], [-5.540, 0.417, -0.372], [1.254, -2.255, -0.384], [-1.335, -0.844, -0.290], [-1.024, -1.961, 1.744], [-1.628, -0.237, 2.118], [0.120, -0.664, 2.255], [-0.493, 2.350, 1.206], [-1.125, 2.597, -0.434], [-2.003, 1.394, 0.709], [3.090, 0.612, -1.561], [2.279, -0.660, -2.667], [3.344, -1.155, -1.201]],
  "lumo_ev": [-5.037, -5.832],
  "homo_ev": [-12.87, -12.11],
  "homo_lumo_gap_ev": [7.83, 6.28],
  "total_charge": 1
}

=====

The energy of each structure relative to the most stable one, in hartree, is as follows: model one 0.0546; model two 0.0000.

=====

Model one:
{
  "formula": "H20O10",
  "method": "ωB97M-V/def2-TZVPD",
  "symbols": ["O", "H", "H", "O", "H", "H", "O", "H", "H", "O", "H", "H", "O", "H", "H", "O", "H", "H", "O", "H", "H", "O", "H", "H", "O", "H", "H", "O", "H", "H"],
  "coordinates": [[-1.522, 1.231, 2.154], [-0.735, 0.750, 2.407], [-2.100, 1.161, 2.914], [-0.889, -2.191, 2.160], [-1.556, -2.452, 2.795], [-1.280, -2.385, 1.308], [4.117, 0.227, 1.406], [4.705, 0.982, 1.442], [3.240, 0.602, 1.484], [0.513, 0.230, -0.639], [-0.334, -0.107, -0.344], [0.863, 0.696, 0.120], [1.813, 1.198, 2.245], [1.683, 2.146, 2.268], [1.969, 0.955, 3.157], [2.656, -1.217, -1.023], [1.903, -0.625, -0.999], [2.771, -1.494, -0.114], [-1.700, -0.942, -3.717], [-1.864, -0.868, -2.777], [-2.539, -1.219, -4.086], [-2.007, -1.378, -0.841], [-2.626, -1.338, -0.112], [-2.363, -2.052, -1.421], [0.933, 0.138, -3.836], [-0.010, -0.027, -3.806], [1.233, -0.018, -2.941], [-2.510, 2.530, -0.029], [-2.015, 2.022, 0.614], [-2.347, 3.443, 0.210]],
  "lumo_ev": -0.448,
  "smiles": "O.O.O.O.O.O.O.O.O.O",
  "homo_ev": -9.82,
  "homo_lumo_gap_ev": 9.37
}

=====

Model two:
{
  "formula": "H20O10",
  "method": "ωB97M-V/def2-TZVPD",
  "symbols": ["O", "H", "H", "O", "H", "H", "O", "H", "H", "O", "H", "H", "O", "H", "H", "O", "H", "H", "O", "H", "H", "O", "H", "H", "O", "H", "H", "O", "H", "H"],
  "coordinates": [[6.477, -22.236, -29.349], [6.823, -22.805, -30.042], [6.858, -22.463, -28.555], [5.290, -19.620, -29.569], [4.617, -19.443, -28.966], [5.938, -20.263, -29.351], [8.272, -23.969, -30.919], [8.960, -23.375, -30.814], [8.196, -24.073, -31.858], [5.002, -24.052, -31.382], [4.173, -24.621, -31.594], [4.673, -23.249, -31.330], [3.966, -21.642, -31.098], [4.067, -21.887, -30.289], [4.059, -20.702, -31.132], [6.398, -22.861, -25.917], [7.176, -22.773, -26.453], [6.319, -22.231, -25.263], [7.137, -26.425, -30.043], [7.371, -25.569, -30.239], [6.845, -26.743, -30.863], [8.744, -22.266, -27.532], [9.350, -23.018, -27.451], [9.111, -22.068, -28.351], [3.788, -22.849, -28.666], [3.510, -23.609, -28.092], [4.768, -22.770, -28.576], [6.290, -23.037, -33.472], [5.936, -23.427, -32.737], [7.059, -23.381, -33.696]],
  "lumo_ev": -0.386,
  "smiles": "O.O.O.O.O.O.O.O.O.O",
  "homo_ev": -10.93,
  "homo_lumo_gap_ev": 10.54
}

=====

The energy of each structure relative to the most stable one, in hartree, is as follows: model one 0.0000; model two 0.0533.